Below is 2 unconnected molecules or ions with the total composition CH5FNO in a non-equilibrium geometry, with properties calculated with ωB97M-V/def2-TZVPD.

LUMO (eV): -5.579
Total charge: +1
Max |F| (eV/A): 1.3
Energy (Eh): -270.5457
Frontier orbital gap (eV): 10.56

Atoms and positions in Å:
F -0.44 1.55 1.02
O -0.80 1.83 -0.29
N 0.88 -0.84 0.35
C 0.03 -1.14 -0.53
H -0.46 -2.11 -0.53
H 1.33 0.08 0.37
H -0.23 -0.43 -1.31
H -1.43 2.56 -0.19
H 1.12 -1.48 1.11

***

Below is a molecular structure, C56H53F9MnN4O7P in a non-equilibrium geometry, with properties calculated with ωB97M-V/def2-TZVPD.

LUMO (alpha / beta) (eV): 2.288 / 2.287
Total charge: -1
Max |F| (eV/A): 1.0
Energy (Eh): -5302.7904
Multiplicity: 2
Expectation value of S²: 0.9866
Frontier orbital gap (alpha / beta) (eV): 6.66 / 5.93

Atoms and positions in Å:
Mn 0.69 -0.29 0.57
P -1.13 2.29 -1.63
F -1.57 9.03 -1.45
F -7.41 1.01 0.48
F -7.23 -0.54 -1.02
F -1.90 8.72 -3.57
F 2.23 -0.46 -6.63
F 0.80 0.56 -7.90
F -3.54 8.54 -2.18
F -7.84 1.44 -1.60
F 0.34 -1.39 -7.08
O -1.17 -0.85 3.98
O -1.39 -0.68 -0.34
O -0.40 -4.81 7.13
O 0.36 -1.19 2.35
O 1.03 2.54 1.59
O 1.18 -6.19 6.15
O -0.97 1.58 1.86
N -3.00 -2.21 -0.68
N 1.05 -2.10 -0.62
N 2.92 0.04 1.37
N 4.30 1.28 2.81
C 0.84 -4.44 -1.28
C -2.42 -2.65 -1.94
C 2.95 2.14 -2.35
C -7.01 0.77 -0.78
C -2.90 1.80 -1.48
C 0.96 -5.10 5.35
C -0.16 -0.35 -4.55
C -0.60 -5.90 -0.01
C 6.60 0.62 3.56
C -2.93 -1.01 1.45
C 5.25 1.25 3.90
C 3.35 -0.89 3.52
C -0.65 0.25 -3.40
C 0.54 -3.36 -0.43
C 2.24 -0.49 -1.91
C -0.91 -4.81 0.85
C -3.51 2.11 -0.26
C -1.94 6.81 -2.19
C -0.70 1.64 -3.29
C -0.21 2.42 -4.33
C 0.91 -0.21 -6.79
C 1.70 -4.18 -2.38
C 1.13 -3.61 3.53
C -4.84 1.80 -0.03
C 1.67 0.48 -1.07
C -2.32 4.57 -2.94
C -1.30 2.58 2.81
C 4.30 2.43 1.91
C -4.24 -2.84 -0.24
C -2.56 5.92 -3.06
C -1.45 4.08 -1.96
C 5.25 2.33 0.72
C 0.01 -4.27 5.93
C 3.49 1.15 -3.17
C -5.57 1.14 -1.00
C 2.08 1.81 -1.33
C -0.84 4.98 -1.10
C 1.82 -1.87 -1.68
C -1.08 6.35 -1.21
C 0.19 -2.77 4.11
C 0.30 -6.04 7.27
C 0.26 -5.71 -1.05
C 0.35 1.54 1.37
C 0.31 0.44 -5.59
C -3.65 1.15 -2.45
C -0.35 -3.58 0.64
C 3.13 -0.16 -2.95
C -2.37 -1.28 0.08
C -0.27 -1.48 3.42
C 2.16 -2.93 -2.58
C -4.98 0.81 -2.21
C 1.54 -4.80 4.15
C -0.40 -3.11 5.34
C 3.52 0.18 2.49
C -2.23 8.27 -2.34
C 0.29 1.82 -5.48
H -1.39 -2.33 -1.98
H -0.12 -1.43 -4.62
H -2.92 2.58 0.52
H 6.45 -0.39 3.16
H -2.02 2.12 3.50
H 2.27 -5.45 3.70
H 5.40 2.28 4.23
H 2.78 -2.72 -3.43
H -1.58 -4.96 1.68
H -3.16 -1.93 1.98
H 2.47 -1.45 3.24
H -0.41 -6.87 7.28
H -5.56 0.30 -2.97
H -4.07 -3.58 0.55
H 4.18 1.40 -3.97
H 0.51 -6.53 -1.72
H -0.20 3.50 -4.25
H 3.22 3.18 -2.51
H 4.82 0.71 4.75
H -2.20 -0.43 2.01
H 3.56 -0.93 -3.58
H -3.20 0.88 -3.40
H 7.23 0.55 4.45
H -1.04 -6.87 0.16
H 1.70 2.60 -0.69
H 1.96 -4.99 -3.06
H -4.67 -3.36 -1.10
H 5.12 3.20 0.07
H -2.46 -3.74 -1.99
H -0.42 2.91 3.35
H -3.23 6.30 -3.83
H 0.89 -6.03 8.19
H -5.30 2.04 0.92
H 7.13 1.20 2.80
H 0.68 2.43 -6.28
H -1.75 3.46 2.33
H 3.27 2.58 1.56
H 4.56 3.30 2.51
H -1.14 -2.45 5.77
H 4.21 -1.57 3.53
H -0.97 -0.36 -2.56
H -2.96 -2.23 -2.79
H -0.17 4.60 -0.33
H -2.80 3.87 -3.62
H -4.96 -2.11 0.10
H 3.10 0.82 0.74
H -0.57 -2.76 1.30
H -3.85 -0.43 1.36
H 1.56 -3.33 2.58
H 6.30 2.30 1.03
H 3.21 -0.50 4.53
H 5.06 1.44 0.12
H -0.61 7.05 -0.53

***

Below is 2 unconnected molecules or ions with the total composition C2H4NOP in a non-equilibrium geometry, with properties calculated with ωB97M-V/def2-TZVPD.

LUMO (eV): -0.515
Max |F| (eV/A): 4.2
Energy (Eh): -549.8550
SMILES: C=C=N.O=P
Frontier orbital gap (eV): 8.58

Atoms and positions in Å:
P 0.14 2.59 2.32
O 0.28 3.82 1.57
N 0.29 0.39 0.67
C 0.32 -1.13 -1.33
C 0.27 -0.33 -0.27
H -0.57 -1.00 -1.99
H 0.95 -1.99 -1.51
H -0.37 0.41 1.42
H -1.20 1.92 2.06

***

Below is 2 unconnected molecules or ions with the total composition C6H13NO in a non-equilibrium geometry, with properties calculated with ωB97M-V/def2-TZVPD.

LUMO (eV): 0.067
Max |F| (eV/A): 3.4
Energy (Eh): -366.3336
SMILES: C=CC(C)=O.CCN
Frontier orbital gap (eV): 8.48

Atoms and positions in Å:
O -0.68 1.46 1.06
N 1.63 2.01 -0.36
C -1.03 0.33 0.72
C 1.65 -0.63 -0.03
C -1.98 -1.05 -1.15
C 1.66 0.80 -1.05
C -1.37 -0.70 1.77
C -1.55 0.11 -0.65
H 2.62 -0.61 0.48
H 1.69 -1.41 -0.79
H 2.48 2.16 0.19
H 0.80 2.05 0.29
H 2.55 0.70 -1.66
H -2.46 -0.76 1.88
H 0.79 0.70 -1.69
H -2.00 -1.95 -0.56
H -1.60 1.01 -1.25
H -1.01 -1.68 1.49
H -2.29 -1.13 -2.18
H -0.92 -0.43 2.72
H 1.03 -0.99 0.78

***

Below is a molecular structure, C43H40AsCaCl2F3N2O10P2S2, with properties calculated with ωB97M-V/def2-TZVPD.

LUMO (eV): 3.582
Total charge: -2
Max |F| (eV/A): 0.6
Energy (Eh): -8137.3367
Frontier orbital gap (eV): 6.65

Atoms and positions in Å:
As 2.19 1.26 -4.40
Ca 0.01 -0.30 -0.98
Cl -0.23 -5.14 -2.05
Cl -5.59 -5.01 -2.57
S -1.29 0.73 -3.39
S 4.83 4.57 3.48
P 1.83 0.69 1.28
P -0.34 2.48 0.86
F 3.42 -3.94 -0.51
F 4.85 -3.55 1.08
F 3.39 -5.13 1.29
O -2.20 -0.37 0.02
O 3.24 1.33 -5.69
O -0.58 -2.49 -0.86
O 2.53 2.91 -3.63
O -0.90 1.53 -2.21
O -2.72 0.50 -3.47
O 2.35 -0.12 -1.52
O 2.15 -3.15 2.60
O -0.49 -0.51 -3.35
O 2.46 -1.79 0.82
N 1.27 2.34 1.43
N -0.69 -1.92 2.81
C 0.67 2.53 -6.46
C 0.77 4.08 -1.12
C -2.52 2.54 4.30
C 3.06 4.75 3.84
C -1.23 3.14 2.34
C 2.21 3.56 3.41
C -1.68 -3.00 -1.22
C 3.55 -3.88 0.83
C 5.19 3.13 4.52
C -0.39 5.83 -2.28
C -1.92 2.19 3.10
C -1.73 -4.31 -1.82
C -1.43 4.73 -0.41
C 2.36 0.28 2.98
C -4.11 -4.23 -2.04
C -1.92 2.16 -5.58
C 3.90 -0.62 4.60
C 0.72 5.03 -2.13
C 3.39 0.91 0.37
C -1.69 2.87 -6.75
C 4.58 0.72 -1.74
C 2.04 3.49 1.89
C 1.42 0.45 4.00
C -1.17 4.45 2.80
C -1.77 4.81 4.00
C 3.59 -0.29 3.29
C 4.52 1.54 0.90
C -0.85 1.64 -4.86
C 0.46 1.84 -5.27
C -1.47 5.68 -1.42
C -0.30 3.93 -0.24
C 5.67 1.35 -1.19
C -2.89 -4.90 -2.23
C 1.73 0.11 5.30
C -0.39 3.05 -7.19
C -4.15 -3.00 -1.46
C -3.09 -1.10 -0.39
C 3.44 0.50 -0.97
C -2.96 -2.38 -1.04
C 5.65 1.77 0.13
C 2.97 -0.42 5.61
C -2.45 3.85 4.75
C 2.60 -2.83 1.50
H 2.95 4.93 4.92
H 3.21 -0.69 6.63
H -2.87 -5.88 -2.69
H -0.64 5.20 2.22
H 3.17 3.26 -4.27
H 0.32 -2.05 2.86
H 3.02 3.49 1.41
H -3.05 1.79 4.88
H 1.22 3.63 3.88
H -0.88 -1.40 1.96
H -2.36 6.29 -1.54
H -5.09 -2.49 -1.31
H -2.93 1.98 -5.23
H 2.75 5.66 3.33
H 6.55 1.53 -1.81
H 2.65 2.64 3.78
H 2.36 0.03 -2.50
H 4.66 2.24 4.19
H 1.55 5.08 -2.83
H -2.53 3.27 -7.31
H 4.86 -1.07 4.83
H 4.59 0.40 -2.78
H 6.26 2.95 4.44
H -1.98 1.17 2.74
H -2.29 4.59 0.24
H 1.70 2.63 -6.80
H -1.71 5.83 4.35
H 1.64 3.43 -1.06
H 6.51 2.27 0.57
H 4.51 1.85 1.93
H 0.98 0.24 6.08
H 4.95 3.34 5.56
H 0.45 0.86 3.76
H -1.04 -2.85 2.62
H -0.20 3.60 -8.11
H -2.92 4.13 5.69
H -0.44 6.56 -3.08
H 4.30 -0.49 2.50
H 1.54 4.40 1.55
H -4.14 -0.78 -0.25

***

Below is a molecular structure, C45H33BeGeIN2OS in a non-equilibrium geometry, with properties calculated with ωB97M-V/def2-TZVPD.

LUMO (alpha / beta) (eV): 3.445 / 3.445
Total charge: -2
Max |F| (eV/A): 1.4
Energy (Eh): -4706.9083
Frontier orbital gap (alpha / beta) (eV): 3.75 / 3.46

Atoms and positions in Å:
I 2.02 2.00 3.28
Ge -1.57 -0.37 1.97
S -1.56 -2.90 -7.03
O 0.44 -4.50 -7.76
N 7.82 -2.72 0.42
N 3.07 -0.12 0.86
C 5.55 -1.51 0.58
C 1.02 -2.19 -7.92
C 2.01 4.58 -0.63
C -2.90 -1.05 0.69
C -0.50 -1.55 -2.78
C 2.70 6.10 1.13
C 5.29 -0.27 -0.08
C -3.31 -0.19 -0.33
C 2.58 5.05 2.07
C -0.42 -3.23 -4.53
C 6.79 -2.17 0.49
C -2.36 1.28 2.70
C -4.11 -2.84 -0.43
C 0.03 -2.04 5.48
C 1.72 4.33 -2.00
C -4.31 2.66 3.11
C 0.13 -3.36 -7.60
C 2.19 3.81 1.67
C 1.51 2.18 -0.10
C -4.52 -1.96 -1.42
C 2.43 5.87 -0.19
C 1.34 3.09 -2.39
C -2.23 -2.52 3.95
C -3.60 3.44 4.01
C -1.65 2.08 3.60
C 4.48 -2.01 1.38
C -1.36 -1.49 3.57
C 4.09 0.36 0.08
C -3.30 -2.39 0.61
C -0.06 -0.84 -0.28
C 1.90 3.51 0.31
C -0.83 -3.07 5.83
C -4.12 -0.63 -1.37
C -1.10 -2.38 -5.39
C -0.26 -1.16 -1.44
C -0.11 -2.82 -3.25
C 3.32 -1.31 1.48
C -1.96 -3.31 5.06
C -0.23 -1.26 4.36
C -1.16 -0.70 -3.67
C -1.46 -1.11 -4.96
C -2.26 3.15 4.25
C 0.17 -0.47 1.08
C 1.24 2.03 -1.44
C -3.70 1.59 2.47
Be 1.59 0.74 1.00
H 3.02 7.09 1.45
H 6.05 0.19 -0.71
H -0.61 -3.69 6.70
H -4.08 4.26 4.52
H 2.01 -2.54 -8.20
H -1.98 -0.44 -5.64
H -4.42 0.06 -2.15
H -2.63 -4.12 5.33
H 3.89 1.30 -0.42
H -5.14 -2.31 -2.23
H 0.92 -1.84 6.07
H 0.58 -1.62 -8.73
H 4.58 -2.95 1.91
H 1.11 2.89 -3.43
H 0.47 -0.47 4.09
H -1.44 0.29 -3.33
H 0.41 -3.48 -2.57
H -4.40 -3.88 -0.47
H -0.60 1.88 3.80
H 2.52 -1.68 2.12
H 1.09 -1.52 -7.05
H -2.95 -3.10 1.35
H 2.79 5.23 3.12
H -1.69 3.75 4.94
H -5.36 2.88 2.92
H 1.81 5.14 -2.72
H -3.12 -2.72 3.38
H -2.97 0.84 -0.32
H -4.28 0.99 1.78
H 0.59 -1.35 1.57
H 2.53 6.67 -0.92
H -0.13 -4.22 -4.87
H 0.94 1.05 -1.81

***

Below is a molecular structure, C21H16AuCl3NO3, with properties calculated with ωB97M-V/def2-TZVPD.

LUMO (eV): 2.654
Total charge: -1
Max |F| (eV/A): 0.3
Energy (Eh): -2606.7246
Frontier orbital gap (eV): 7.77

Atoms and positions in Å:
Au 0.11 0.81 0.57
Cl -1.97 -0.36 -1.59
Cl -3.39 0.20 3.63
Cl -6.03 -3.23 0.42
O 2.07 0.99 0.05
O -1.79 0.76 1.28
O 4.08 0.15 -0.37
N 1.68 -1.30 2.14
C -4.60 -1.46 1.90
C 2.03 -2.81 4.03
C 3.37 -3.18 3.47
C 1.71 -1.99 0.94
C 1.24 -1.88 3.35
C -4.76 -2.05 0.66
C 2.29 -1.39 -0.20
C -3.59 -0.53 2.06
C 2.32 -4.41 5.98
C 2.32 -2.10 -1.40
C 1.13 -3.92 -0.40
C -2.70 -0.14 1.04
C 2.88 0.00 -0.17
C 1.74 -3.35 -1.51
C -0.50 -2.07 5.00
C 1.12 -3.25 0.82
C 0.28 -3.01 5.68
C -2.94 -0.77 -0.21
C -3.94 -1.71 -0.40
C 1.53 -3.39 5.21
C -0.01 -1.51 3.83
H -1.47 -1.79 5.38
H 1.75 -3.88 -2.46
H 3.91 -2.30 3.14
H 0.66 -4.89 -0.47
H -4.07 -2.16 -1.37
H 3.99 -3.71 4.19
H -0.10 -3.46 6.59
H 2.80 -1.63 -2.25
H 0.64 -3.70 1.68
H -5.24 -1.72 2.73
H 1.78 -4.73 6.87
H 3.26 -3.82 2.59
H -0.59 -0.78 3.27
H 2.27 -0.48 2.20
H 2.52 -5.31 5.37
H 3.29 -4.03 6.30

***

Below is 3 unconnected molecules or ions with the total composition C11H14Br3NO5 in a non-equilibrium geometry, with properties calculated with ωB97M-V/def2-TZVPD.

LUMO (eV): -0.863
Max |F| (eV/A): 2.5
Energy (Eh): -8580.4159
SMILES: O=[N+]([O-])c1ccccc1.CCOC(=O)OC.BrC(Br)Br
Frontier orbital gap (eV): 9.23

Atoms and positions in Å:
Br -2.90 0.82 1.76
Br -4.19 -0.42 -1.11
Br -4.58 2.75 -0.34
O -0.04 1.68 -1.74
O -1.44 0.98 -3.22
O -0.08 -0.56 -2.40
O 4.24 -2.30 0.89
O 2.75 -3.38 -0.12
N 3.06 -2.60 0.79
C 1.97 -1.96 1.64
C 1.25 -0.78 3.62
C -3.39 1.16 -0.09
C 1.85 2.58 -0.40
C -0.36 -1.60 2.00
C -0.48 0.58 -2.44
C 0.93 1.41 -0.67
C 0.67 -2.02 1.19
C 2.27 -1.34 2.90
C -0.08 -0.97 3.25
C -2.33 0.17 -4.01
H -2.50 -0.83 -3.61
H -1.91 0.28 -5.01
H 2.74 2.28 0.15
H 0.34 1.10 0.18
H -3.30 0.67 -4.07
H -2.43 1.42 -0.53
H 0.44 -2.47 0.23
H -0.92 -0.51 3.74
H 3.29 -1.29 3.26
H -1.37 -1.67 1.64
H 1.43 -0.17 4.50
H 1.58 0.59 -0.98
H 1.23 3.25 0.21
H 2.26 3.16 -1.22